This record from the Open Molecules 2025 dataset describes 14 unconnected molecules or ions with the total composition C15H58N14O14 in a non-equilibrium geometry. The level of theory is wB97M-V/def2-TZVPD.

CARTESIAN COORDINATES (ANGSTROEM)
C: 0.97 -1.40 -2.31
C: 2.33 -0.79 -2.19
O: 3.26 -1.80 -1.92
H: 0.37 -0.67 -2.71
H: 0.54 -1.77 -1.39
H: 0.92 -2.24 -2.96
H: 2.30 -0.03 -1.45
H: 2.62 -0.33 -3.09
H: 4.10 -1.35 -2.04
C: -1.34 -1.52 3.27
O: -0.31 -1.67 4.28
N: -1.36 -2.17 2.18
N: -2.37 -0.74 3.40
H: -0.79 -2.99 2.11
H: -2.15 -2.18 1.47
H: -2.35 0.01 4.12
H: -2.92 -0.67 2.60
C: -0.53 4.08 -2.64
O: -0.93 4.61 -1.40
N: -0.61 4.69 -3.76
N: -0.01 2.89 -2.69
H: -1.05 5.65 -3.54
H: -0.14 4.47 -4.66
H: 0.18 2.44 -1.75
H: 0.24 2.39 -3.54
C: 2.42 -2.93 1.43
O: 3.36 -3.84 0.96
N: 2.08 -2.80 2.72
N: 1.85 -2.12 0.54
H: 2.52 -3.41 3.41
H: 1.23 -2.29 2.96
H: 2.34 -2.20 -0.40
H: 1.10 -1.37 0.59
C: 4.75 -0.06 2.01
O: 5.88 0.75 2.08
N: 4.27 -0.77 2.92
N: 3.90 -0.03 1.05
H: 4.86 -0.83 3.73
H: 3.42 -1.41 2.78
H: 4.16 0.65 0.30
H: 3.23 -0.75 0.79
C: -0.75 -3.97 -0.82
O: -1.52 -2.83 -0.53
N: -1.23 -5.01 -1.46
N: 0.44 -4.11 -0.36
H: -2.26 -4.94 -1.57
H: -0.74 -5.83 -1.78
H: 0.82 -3.24 0.08
H: 1.16 -4.86 -0.66
C: -0.47 0.50 -0.08
O: 0.01 1.74 -0.47
N: -1.42 -0.08 -0.77
N: 0.07 -0.26 0.85
H: -1.81 0.41 -1.58
H: -1.52 -1.10 -0.69
H: 0.80 0.25 1.50
H: -0.52 -1.01 1.31
C: -3.30 1.73 -2.51
O: -3.58 3.04 -2.05
N: -4.10 0.73 -2.41
N: -2.20 1.33 -3.03
H: -4.91 0.90 -1.70
H: -3.90 -0.18 -2.77
H: -1.33 1.93 -2.90
H: -2.18 0.44 -3.53
C: 1.51 1.12 3.84
O: 1.83 0.82 2.56
H: 1.41 0.12 4.33
H: 0.47 1.62 3.87
H: 2.17 1.88 4.34
H: 2.77 0.73 2.40
C: -2.24 2.44 2.21
O: -3.49 2.11 2.75
H: -2.26 2.53 1.14
H: -1.60 1.60 2.45
H: -1.81 3.38 2.61
H: -3.52 2.19 3.66
C: 0.55 4.08 1.94
O: 0.78 4.51 3.29
H: 1.43 4.25 1.33
H: -0.26 4.59 1.42
H: 0.39 2.98 1.86
H: -0.04 4.33 3.76
C: -2.31 -2.08 -3.69
O: -1.79 -1.04 -4.42
H: -1.65 -2.42 -2.94
H: -2.67 -2.84 -4.37
H: -3.17 -1.65 -3.15
H: -1.02 -1.47 -4.84
C: -4.34 -1.90 -0.24
O: -3.60 -1.12 0.67
H: -3.76 -1.89 -1.12
H: -5.20 -1.39 -0.49
H: -4.56 -2.93 0.10
H: -3.14 -0.40 0.17
C: 3.19 2.48 -0.73
O: 4.47 1.93 -0.82
H: 2.66 2.39 -1.72
H: 3.23 3.48 -0.38
H: 2.55 1.89 -0.10
H: 5.09 2.63 -1.06

HOMO-LUMO gap	0.29118	Ha
energy relative to the best compared isomer or geometry (same formula, charge and spin)	4.143	eV
LUMO	-0.4	eV
E	-66016.059	eV
spin multiplicity	1

---

This record from the Open Molecules 2025 dataset describes 14 unconnected molecules or ions with the total composition C15H58N4O14 in a non-equilibrium geometry. The level of theory is wB97M-V/def2-TZVPD.

CARTESIAN COORDINATES (ANGSTROEM)
C: 2.13 -3.29 3.55
C: 2.42 -1.83 3.25
O: 2.88 -1.73 1.98
H: 1.65 -3.53 4.48
H: 3.11 -3.84 3.62
H: 1.60 -3.82 2.78
H: 3.16 -1.44 4.00
H: 1.57 -1.17 3.47
H: 3.55 -2.40 1.79
C: -2.82 1.05 -3.49
O: -2.63 1.26 -2.14
N: -2.87 -0.14 -4.04
N: -2.85 1.91 -4.43
H: -2.68 -0.97 -3.55
H: -2.83 -0.31 -5.03
H: -2.57 2.84 -4.15
H: -3.03 1.69 -5.39
C: -0.16 -0.11 -0.24
O: 0.71 0.57 -1.03
N: -1.43 -0.19 -0.49
N: 0.24 -0.81 0.78
H: -1.74 0.43 -1.25
H: -2.21 -0.44 0.14
H: 1.26 -0.98 1.04
H: -0.37 -1.51 1.25
C: 2.39 1.48 3.56
O: 3.62 2.16 3.45
H: 2.31 0.76 4.39
H: 2.13 1.11 2.63
H: 1.44 2.16 3.78
H: 4.26 1.40 3.33
C: -1.62 1.54 2.75
O: -0.47 0.80 3.04
H: -2.42 1.38 3.43
H: -1.87 1.21 1.78
H: -1.21 2.55 2.72
H: -0.39 0.11 2.42
C: 3.90 1.62 -0.02
O: 3.21 1.82 -1.25
H: 3.27 1.41 0.87
H: 4.58 2.49 0.21
H: 4.51 0.75 -0.08
H: 2.75 1.02 -1.38
C: 0.37 2.71 -3.18
O: 0.52 3.25 -4.53
H: 1.11 1.91 -3.16
H: -0.65 2.27 -3.01
H: 0.60 3.51 -2.42
H: 0.32 2.57 -5.20
C: 1.15 3.36 1.04
O: 1.53 3.79 -0.26
H: 0.27 3.91 1.31
H: 1.92 3.66 1.78
H: 0.99 2.25 1.01
H: 2.12 3.12 -0.57
C: -2.13 3.51 -0.06
O: -1.86 4.86 0.11
H: -2.57 3.10 0.90
H: -1.17 3.05 -0.26
H: -2.85 3.27 -0.89
H: -1.07 5.13 -0.37
C: -4.71 1.00 0.37
O: -4.00 -0.14 0.84
H: -4.19 1.84 0.77
H: -5.75 1.01 0.70
H: -4.59 1.10 -0.63
H: -4.24 -0.20 1.79
C: -0.57 -2.26 -3.22
O: -1.69 -2.27 -2.29
H: 0.37 -2.66 -2.84
H: -0.37 -1.23 -3.54
H: -0.78 -2.84 -4.13
H: -1.52 -1.58 -1.58
C: 0.42 -4.05 -0.03
O: 1.11 -4.47 -1.20
H: 1.06 -3.38 0.47
H: 0.00 -4.83 0.61
H: -0.42 -3.45 -0.43
H: 0.45 -4.62 -1.91
C: 2.94 -1.77 -1.50
O: 3.47 -3.00 -2.04
H: 3.06 -1.07 -2.30
H: 3.33 -1.44 -0.60
H: 1.84 -1.74 -1.38
H: 2.70 -3.67 -2.06
C: -2.40 -3.50 1.70
O: -1.25 -2.82 2.03
H: -2.57 -4.45 2.23
H: -2.48 -3.81 0.69
H: -3.30 -2.87 1.82
H: -0.98 -3.03 2.93

HOMO-LUMO gap	0.33600	Ha
energy relative to the best compared isomer or geometry (same formula, charge and spin)	0.000	eV
LUMO	0.1	eV
E	-51115.006	eV
spin multiplicity	1

---

This record from the Open Molecules 2025 dataset describes 15 unconnected molecules or ions with the total composition C15H60O15 in a non-equilibrium geometry. The level of theory is wB97M-V/def2-TZVPD.

CARTESIAN COORDINATES (ANGSTROEM)
C: 3.71 0.98 -2.45
O: 2.67 1.76 -1.88
H: 3.40 0.66 -3.44
H: 4.61 1.56 -2.65
H: 4.02 0.16 -1.80
H: 2.85 1.79 -0.93
C: 0.51 4.85 0.67
O: 0.18 5.83 -0.32
H: -0.33 4.35 1.15
H: 1.18 4.10 0.24
H: 1.14 5.33 1.43
H: -0.48 5.49 -0.92
C: -3.22 2.85 1.25
O: -3.70 2.44 2.51
H: -3.62 3.84 1.01
H: -2.14 3.00 1.30
H: -3.41 2.15 0.44
H: -4.62 2.17 2.44
C: 0.34 0.55 -4.28
O: -0.26 -0.61 -4.79
H: 1.04 0.82 -5.06
H: -0.34 1.33 -3.95
H: 0.92 0.29 -3.40
H: 0.36 -1.19 -5.23
C: 3.93 -1.73 0.80
O: 4.65 -1.14 1.92
H: 2.88 -1.83 1.06
H: 3.96 -1.12 -0.10
H: 4.24 -2.75 0.61
H: 5.60 -1.16 1.78
C: -3.20 -1.39 -3.18
O: -1.94 -1.16 -2.52
H: -3.04 -2.00 -4.07
H: -3.83 -1.93 -2.48
H: -3.67 -0.44 -3.44
H: -1.32 -0.84 -3.17
C: -3.22 -0.62 3.48
O: -1.83 -0.34 3.25
H: -3.81 -0.16 2.69
H: -3.46 -1.68 3.62
H: -3.56 -0.04 4.34
H: -1.70 -0.40 2.30
C: -1.27 -3.75 -0.51
O: -0.33 -4.82 -0.67
H: -1.94 -3.80 -1.37
H: -1.77 -3.85 0.46
H: -0.69 -2.83 -0.49
H: -0.78 -5.67 -0.64
C: -0.05 0.60 0.47
O: -1.31 0.00 0.50
H: 0.68 0.06 1.07
H: 0.25 0.70 -0.57
H: -0.12 1.66 0.75
H: -1.40 -0.50 -0.32
C: 0.73 -3.63 2.41
O: 0.71 -3.27 3.76
H: 0.01 -4.41 2.15
H: 0.53 -2.72 1.86
H: 1.67 -4.02 2.04
H: 1.19 -2.45 3.87
C: -1.54 3.41 -2.11
O: -2.16 4.34 -1.32
H: -0.53 3.18 -1.77
H: -2.06 2.45 -2.10
H: -1.49 3.72 -3.15
H: -2.90 4.66 -1.85
C: -4.77 -1.46 -0.07
O: -5.20 -2.79 -0.42
H: -5.08 -1.24 0.95
H: -3.69 -1.47 -0.17
H: -5.06 -0.62 -0.70
H: -6.10 -2.72 -0.74
C: 1.59 -2.15 -2.08
O: 2.02 -3.15 -1.18
H: 1.29 -1.26 -1.52
H: 2.44 -1.87 -2.69
H: 0.73 -2.47 -2.67
H: 1.26 -3.58 -0.78
C: 4.31 2.15 1.04
O: 3.00 2.02 0.73
H: 4.55 3.13 1.45
H: 4.61 1.48 1.84
H: 5.01 2.10 0.20
H: 2.50 2.19 1.53
C: 2.44 0.05 4.28
O: 2.94 -1.28 4.09
H: 2.41 0.34 5.32
H: 3.04 0.80 3.75
H: 1.45 0.19 3.85
H: 3.40 -1.23 3.25

HOMO-LUMO gap	0.35493	Ha
energy relative to the best compared isomer or geometry (same formula, charge and spin)	7.774	eV
LUMO	0.3	eV
E	-47233.549	eV
spin multiplicity	1

---

This record from the Open Molecules 2025 dataset describes C15H6F9N2O3P in the gas phase in a non-equilibrium geometry. The level of theory is wB97M-V/def2-TZVPD.

CARTESIAN COORDINATES (ANGSTROEM)
N: 1.95 -3.33 1.37
P: 2.35 -2.27 0.29
C: 1.43 -0.69 0.43
C: 0.14 -0.50 0.12
C: -0.81 -1.53 -0.47
F: -1.78 -0.84 -1.14
F: -0.20 -2.30 -1.39
C: -1.55 -2.41 0.59
F: -0.93 -3.57 0.77
F: -1.52 -1.72 1.76
C: -3.07 -2.69 0.31
F: -3.42 -3.60 1.25
F: -3.82 -1.61 0.52
C: -3.42 -3.33 -1.07
F: -4.42 -4.20 -0.90
F: -2.38 -4.00 -1.57
F: -3.83 -2.42 -1.94
C: -0.43 0.87 0.37
O: -1.54 1.07 0.78
C: 0.53 1.98 0.11
C: 0.08 3.18 -0.42
C: 1.02 4.19 -0.64
N: 0.63 5.43 -1.23
C: -0.44 5.93 -0.92
O: -1.47 6.38 -0.65
C: 2.35 4.00 -0.31
C: 2.79 2.80 0.23
C: 1.87 1.79 0.43
C: 2.24 0.46 0.96
O: 3.13 0.28 1.75
H: 2.74 -3.57 1.95
H: 3.69 -1.86 0.38
H: 2.17 -2.64 -1.05
H: -0.97 3.28 -0.66
H: 3.03 4.81 -0.50
H: 3.83 2.65 0.48

SMILES	N=[PH2]C1=C(C(F)(F)C(F)(F)C(F)(F)C(F)(F)F)C(=O)c2cc(N=C=O)ccc2C1=O
HOMO-LUMO gap	0.27237	Ha
LUMO	-1.8	eV
E	-58519.585	eV
spin multiplicity	1

---

This record from the Open Molecules 2025 dataset describes a molecular structure, C15H6HfN2O2S3 in a non-equilibrium geometry. The level of theory is wB97M-V/def2-TZVPD.

CARTESIAN COORDINATES (ANGSTROEM)
Hf: 2.57 -0.06 0.48
S: 3.08 2.21 -0.28
C: 1.40 2.56 0.16
C: 0.68 3.42 -0.66
C: -0.66 3.69 -0.41
C: -1.39 4.56 -1.26
N: -1.98 5.27 -1.93
C: -1.29 3.11 0.70
C: -0.56 2.31 1.57
C: 0.77 2.02 1.31
S: 1.63 1.00 2.48
C: -2.68 3.29 0.92
N: -3.81 3.39 1.09
H: 1.18 3.85 -1.52
H: -1.03 1.88 2.45
O: 2.24 -1.85 1.43
C: 2.24 -2.31 0.24
O: 3.10 -1.82 -0.55
C: 1.00 -2.97 -0.22
C: 0.59 -4.27 0.02
C: -0.71 -4.63 -0.29
C: -1.59 -3.70 -0.84
C: -1.18 -2.40 -1.07
C: 0.11 -2.01 -0.73
S: 0.53 -0.31 -0.91
H: 1.28 -4.98 0.43
H: -1.06 -5.63 -0.09
H: -2.60 -3.98 -1.06
H: -1.85 -1.66 -1.47

HOMO-LUMO gap	0.28296	Ha
energy relative to the best compared isomer or geometry (same formula, charge and spin)	0.612	eV
LUMO	-1.1	eV
E	-56542.343	eV
spin multiplicity	1

---

This record from the Open Molecules 2025 dataset describes 2 unconnected molecules or ions with the total composition C15H6N7O6 in a non-equilibrium geometry. The level of theory is wB97M-V/def2-TZVPD.

CARTESIAN COORDINATES (ANGSTROEM)
C: -0.34 0.05 -1.79
C: -1.33 1.02 -1.85
N: -2.22 1.79 -1.89
C: 1.02 0.36 -1.95
C: 2.00 -0.68 -2.02
C: 3.35 -0.38 -2.08
C: 3.77 0.97 -2.10
C: 5.17 1.27 -2.12
N: 6.31 1.53 -2.13
C: 2.82 2.00 -2.08
C: 1.47 1.72 -2.03
H: -0.65 -1.00 -1.73
H: 1.65 -1.72 -2.02
H: 4.09 -1.17 -2.11
H: 3.16 3.04 -2.11
H: 0.73 2.52 -2.03
O: -3.85 1.45 4.08
N: -3.65 0.55 3.29
C: -2.56 -0.01 2.65
C: -3.03 -1.03 1.79
N: -4.38 -1.15 1.89
O: -4.75 -0.20 2.80
C: -2.09 -1.71 0.91
N: -2.46 -2.79 0.02
O: -3.56 -3.35 0.10
O: -1.59 -3.12 -0.84
C: -0.74 -1.30 0.89
C: -0.33 -0.30 1.78
N: 0.93 0.29 1.97
O: 2.03 0.05 1.49
O: 0.77 1.29 2.94
N: -0.54 1.37 3.38
C: -1.19 0.39 2.67
H: -0.01 -1.73 0.22

HOMO-LUMO gap	0.14920	Ha
LUMO	0.2	eV
charge	-1
E	-38357.041	eV
spin multiplicity	1

---

This record from the Open Molecules 2025 dataset describes a molecular structure, C15H7F4NaO2 in a non-equilibrium geometry. The level of theory is wB97M-V/def2-TZVPD.

CARTESIAN COORDINATES (ANGSTROEM)
F: -2.65 1.32 2.24
C: -1.51 0.62 2.19
C: -1.52 -0.72 1.98
F: -2.65 -1.44 2.23
C: -0.31 -1.54 2.08
O: -0.30 -2.75 1.83
C: 0.91 -0.79 2.43
F: 2.04 -1.51 2.63
C: 0.93 0.56 2.44
F: 2.08 1.25 2.64
C: -0.27 1.37 2.17
O: -0.21 2.57 1.86
C: -0.75 1.13 -1.46
Na: -3.86 -1.67 -3.20
C: -0.29 -0.09 -0.93
C: -1.40 -0.83 -0.45
C: -2.59 -0.15 -0.85
C: -2.20 1.07 -1.52
C: -3.18 1.81 -2.20
C: -4.51 1.40 -2.14
C: -4.90 0.30 -1.35
C: -3.95 -0.45 -0.67
H: -0.16 1.97 -1.85
H: 0.73 -0.40 -0.81
H: -1.41 -1.86 -0.12
H: -2.87 2.70 -2.73
H: -5.29 1.99 -2.63
H: -5.97 0.10 -1.19
H: -4.23 -1.27 0.00

HOMO-LUMO gap	0.16616	Ha
energy relative to the best compared isomer or geometry (same formula, charge and spin)	0.282	eV
LUMO	-1.9	eV
E	-35046.154	eV
spin multiplicity	1

---

This record from the Open Molecules 2025 dataset describes C15H8BFN2O4 in the gas phase in a non-equilibrium geometry. The level of theory is wB97M-V/def2-TZVPD.

CARTESIAN COORDINATES (ANGSTROEM)
O: -3.27 2.24 1.28
C: -2.79 1.16 0.94
C: -3.32 -0.19 1.00
C: -4.65 -0.72 1.26
C: -4.83 -2.09 1.25
F: -5.99 -2.73 1.58
C: -3.78 -2.89 0.73
C: -2.52 -2.38 0.39
C: -2.30 -1.03 0.54
N: -1.18 -0.27 0.28
C: -1.35 1.04 0.56
N: -0.45 2.01 0.46
C: 0.82 1.67 0.07
C: 1.80 2.63 -0.01
C: 3.05 2.32 -0.49
C: 3.36 0.97 -0.89
B: 4.79 0.73 -1.53
O: 5.09 -0.59 -1.92
O: 5.71 1.75 -1.53
C: 2.42 0.02 -0.68
C: 1.05 0.34 -0.26
C: 0.12 -0.70 -0.03
O: 0.36 -1.89 0.03
H: -5.52 -0.02 1.35
H: -3.94 -3.92 0.45
H: -1.82 -3.10 -0.05
H: 1.68 3.65 0.33
H: 3.80 3.04 -0.59
H: 4.44 -1.34 -1.97
H: 6.59 1.32 -1.56
H: 2.62 -1.01 -1.00

SMILES	O=C1c2cc(F)ccc2-n2c1nc1ccc(B(O)O)cc1c2=O
HOMO-LUMO gap	0.27107	Ha
LUMO	-1.6	eV
E	-30251.448	eV
spin multiplicity	1

---

This record from the Open Molecules 2025 dataset describes C15H8Cl2N2OS in the gas phase in a non-equilibrium geometry. The level of theory is wB97M-V/def2-TZVPD.

CARTESIAN COORDINATES (ANGSTROEM)
O: 2.05 -1.71 -2.19
C: 1.09 -1.06 -1.80
N: -0.06 -0.89 -2.54
C: -1.08 0.05 -2.42
C: -1.54 0.77 -3.62
C: -2.48 1.77 -3.47
C: -3.20 1.81 -2.25
Cl: -4.46 3.03 -2.19
C: -2.93 1.09 -1.16
C: -1.77 0.29 -1.16
S: -1.59 -0.66 0.36
C: 0.12 -0.52 0.64
C: 1.10 -0.84 -0.38
N: 2.33 -0.71 0.28
C: 2.10 -0.63 1.69
C: 2.92 -0.77 2.71
C: 2.51 -0.59 4.08
C: 1.14 -0.25 4.39
Cl: 0.81 0.14 5.96
C: 0.23 -0.10 3.27
C: 0.74 -0.38 2.00
H: -0.01 -1.38 -3.50
H: -1.22 0.47 -4.66
H: -2.77 2.45 -4.20
H: -3.59 1.30 -0.36
H: 3.23 -0.97 -0.13
H: 3.90 -1.09 2.40
H: 3.21 -0.90 4.83
H: -0.76 0.28 3.44

SMILES	O=C1Nc2ccc(Cl)cc2Sc2c1[nH]c1ccc(Cl)cc21
HOMO-LUMO gap	0.27506	Ha
LUMO	-0.4	eV
E	-56591.467	eV
spin multiplicity	1